C5H8N2 | ωB97M-V/def2-TZVPD

Summary:
E_HOMO   -7.93 eV
Relative energy (zero: lowest compared OMol25 entry of this formula, charge and spin)   88.48 kcal/mol
Orbital gap   8.56 eV
E_tot   -8291.1594 eV

```
15
C5H8N2 ωB97M-V/def2-TZVPD
N 1.01944 2.99606 0.90186
N 1.02925 -0.40962 0.86520
C -1.37549 -1.20810 0.43303
C 0.29004 0.60637 0.09065
C 0.70013 1.94118 0.54108
C -0.59521 -0.06829 1.07679
C 0.26944 0.51938 -1.42367
H -2.30898 -0.75618 0.06594
H 1.11117 -1.36411 0.56966
H -0.92603 -1.73288 -0.43360
H 1.71003 -0.10140 1.54926
H 0.13699 -0.50532 -1.77595
H 1.18668 0.93253 -1.85200
H -0.57834 1.11592 -1.77601
H -1.66913 -1.96555 1.16774
```

Let us look at the natural (NBO) charges, expressed in e, one per atom: N -0.30; N -0.63; C -0.70; C -0.06; C 0.28; C -0.10; C -0.62; H 0.24; H 0.41; H 0.16; H 0.42; H 0.22; H 0.23; H 0.24; H 0.22

C5H8N2 | ωB97M-V/def2-TZVPD

Summary:
E_HOMO   -8.07 eV
Relative energy (zero: lowest compared OMol25 entry of this formula, charge and spin)   86.96 kcal/mol
Orbital gap   8.76 eV
E_tot   -8291.2254 eV
SMILES   Cc1cnn(C)c1

```
15
C5H8N2 ωB97M-V/def2-TZVPD
N -1.01434 0.02562 -0.35984
N -0.58894 1.21227 0.11880
C 2.13439 -0.09603 0.56195
C 0.66335 1.24328 -0.26470
C 1.18229 0.03528 -0.76674
C -2.32624 -0.40618 0.05524
C -0.04234 -0.68214 -0.95788
H 1.80295 0.53060 1.42774
H 3.17378 0.18724 0.40942
H -2.53710 -1.39415 -0.35472
H 1.30003 2.09328 -0.10557
H -0.38150 -1.50515 -1.59487
H 2.02743 -1.10426 0.94154
H -2.32571 -0.46481 1.15034
H -3.06804 0.32515 -0.26069
```

Let us look at the natural (NBO) charges, expressed in e, one per atom: N -0.16; N -0.32; C -0.59; C 0.03; C -0.29; C -0.40; C 0.02; H 0.20; H 0.22; H 0.21; H 0.20; H 0.21; H 0.22; H 0.22; H 0.22